(1)
DFT (ωB97M-V/def2-TZVPD) results for a 2-piece molecular cluster, C3H3BrClO2 overall in a non-equilibrium geometry.

XYZ file:
```
10
Properties=species:S:1:pos:R:3
C 1.682 3.894 0.792
C -0.810 -0.376 -0.955
C -0.676 1.109 -0.637
O 0.590 3.877 1.132
O 2.835 3.924 0.650
Cl -2.103 1.829 -1.328
Br 0.958 1.775 -1.629
H -1.686 -0.585 -0.431
H 0.088 -0.992 -0.600
H -1.086 -0.776 -2.069
```

Net charge: -1
E_HOMO: -2.40 eV
Relative energy (zero: lowest compared OMol25 entry of this formula, charge and spin): 51.6 kJ/mol
Energy: -3300.8160 Eh
Kohn-Sham gap: 5.8 eV

Charges per atom according to natural (NBO) partitioning, unit e:
1. C 1.04
2. C -0.68
3. C -0.42
4. O -0.49
5. O -0.55
6. Cl -0.16
7. Br -0.25
8. H 0.20
9. H 0.20
10. H 0.12

***

(2)
DFT (ωB97M-V/def2-TZVPD) results for an isolated molecule of C20H22N4S in a non-equilibrium geometry.

XYZ file:
```
47
Properties=species:S:1:pos:R:3
N 0.223 -2.053 2.917
S -2.572 -2.723 1.535
C -4.282 -2.634 1.868
C -4.516 -1.920 3.010
C -3.317 -1.365 3.617
C -2.163 -1.754 2.958
C 2.218 2.048 -0.137
C 2.976 3.199 0.039
C 0.974 0.606 -1.767
C 1.326 1.874 -1.305
C -0.786 -1.461 3.436
C 3.650 1.382 3.198
C 3.118 0.129 3.590
C 1.921 -0.091 1.507
C 2.421 1.179 1.062
C 3.274 1.884 1.939
C 2.260 -0.581 2.789
N -0.562 -0.549 4.391
N 3.599 3.079 1.303
N 0.117 1.619 -3.823
C 1.659 -1.887 3.329
C 1.121 1.765 -4.891
C 0.206 0.350 -3.055
C 0.883 3.111 -2.059
C -0.287 2.827 -3.047
H -5.067 -3.160 1.311
H -5.490 -1.832 3.446
H -3.276 -0.812 4.524
H 3.046 4.017 -0.656
H 1.283 -0.294 -1.258
H 4.321 2.026 3.786
H 3.372 -0.339 4.559
H 1.288 -0.700 0.864
H -1.298 0.135 4.508
H 0.364 -0.158 4.507
H 4.199 3.798 1.683
H 2.278 -2.708 2.933
H 1.688 -1.893 4.418
H 2.145 1.709 -4.511
H 0.955 2.732 -5.351
H 0.969 1.025 -5.655
H -0.787 -0.048 -2.840
H 0.743 -0.432 -3.617
H 0.566 3.891 -1.370
H 1.756 3.511 -2.623
H -1.200 2.676 -2.509
H -0.444 3.694 -3.681
```

Net charge: 0
E_HOMO: -7.42 eV
Relative energy (zero: lowest compared OMol25 entry of this formula, charge and spin): 200.8 kJ/mol
SMILES string: CN1CC=C(c2c[nH]c3ccc(C/N=C(\N)c4cccs4)cc23)CC1
Energy: -1392.4708 Eh
Kohn-Sham gap: 8.2 eV

Charges per atom according to natural (NBO) partitioning, unit e:
1. N -0.50
2. S 0.46
3. C -0.40
4. C -0.26
5. C -0.24
6. C -0.23
7. C -0.13
8. C -0.02
9. C -0.19
10. C -0.01
11. C 0.40
12. C -0.24
13. C -0.22
14. C -0.19
15. C -0.01
16. C 0.12
17. C -0.08
18. N -0.82
19. N -0.54
20. N -0.47
21. C -0.26
22. C -0.40
23. C -0.25
24. C -0.45
25. C -0.20
26. H 0.25
27. H 0.22
28. H 0.22
29. H 0.22
30. H 0.20
31. H 0.22
32. H 0.21
33. H 0.23
34. H 0.38
35. H 0.41
36. H 0.41
37. H 0.22
38. H 0.19
39. H 0.17
40. H 0.20
41. H 0.20
42. H 0.20
43. H 0.21
44. H 0.21
45. H 0.20
46. H 0.20
47. H 0.20

***

(3)
DFT (ωB97M-V/def2-TZVPD) results for a 7-piece molecular cluster, C16H37NO9 overall in a non-equilibrium geometry.

XYZ file:
```
63
Properties=species:S:1:pos:R:3
C 6.750 -1.444 1.181
O 5.554 -1.150 1.890
C 4.657 -0.395 1.100
C 3.623 -1.276 0.343
C 3.215 -0.515 -0.933
C 1.903 -0.975 -1.598
C 0.787 -1.399 -0.625
C -0.611 -1.079 -1.166
C -1.712 -1.702 -0.291
N -1.575 -1.131 1.077
C -2.563 -0.089 1.379
C -1.928 1.308 1.296
C -0.578 1.465 1.526
C 0.020 2.705 1.427
C -0.775 3.784 1.113
C -2.129 3.655 0.910
C -2.705 2.405 0.996
C -1.480 -2.126 2.065
O -0.439 -2.710 2.311
O -2.642 -2.484 2.762
H 6.499 -1.595 0.122
H 7.209 -2.358 1.560
H 7.453 -0.606 1.268
H 5.165 0.284 0.400
H 4.090 0.246 1.787
H 2.806 -1.442 1.044
H 4.143 -2.212 0.117
H 3.225 0.556 -0.738
H 4.019 -0.690 -1.659
H 2.056 -1.768 -2.338
H 1.513 -0.113 -2.159
H 0.925 -0.898 0.333
H 0.834 -2.480 -0.445
H -0.776 0.004 -1.106
H -0.701 -1.442 -2.193
H -1.617 -2.792 -0.243
H -2.686 -1.500 -0.740
H -2.981 -0.184 2.385
H -3.413 -0.100 0.686
H 0.046 0.617 1.789
H 1.084 2.821 1.581
H -0.309 4.764 1.037
H -2.741 4.519 0.683
H -3.779 2.277 0.841
H -2.462 -2.250 3.682
O -2.958 -2.063 -3.165
H -3.018 -3.006 -3.382
H -3.869 -1.795 -3.006
O 3.936 1.915 -2.571
H 3.104 2.245 -2.928
H 4.358 1.483 -3.319
O -2.104 -4.156 -4.760
H -2.049 -3.849 -5.670
H -1.191 -4.339 -4.516
O -5.768 2.531 0.456
H -6.292 2.401 -0.339
H -6.412 2.451 1.167
O -7.751 0.713 1.069
H -8.616 0.389 1.343
H -7.126 0.150 1.538
O 2.606 4.759 1.432
H 2.649 5.057 0.518
H 3.525 4.610 1.676
```

Net charge: 0
E_HOMO: -8.57 eV
Relative energy (zero: lowest compared OMol25 entry of this formula, charge and spin): 0.0 kJ/mol
SMILES string: COCCCCCCCN(Cc1ccccc1)C(=O)O.O.O.O.O.O.O
Energy: -1363.7232 Eh
Kohn-Sham gap: 8.8 eV

Charges per atom according to natural (NBO) partitioning, unit e:
1. C -0.25
2. O -0.54
3. C -0.06
4. C -0.43
5. C -0.40
6. C -0.39
7. C -0.39
8. C -0.41
9. C -0.20
10. N -0.51
11. C -0.23
12. C -0.06
13. C -0.17
14. C -0.22
15. C -0.23
16. C -0.21
17. C -0.23
18. C 0.90
19. O -0.57
20. O -0.73
21. H 0.16
22. H 0.19
23. H 0.17
24. H 0.16
25. H 0.18
26. H 0.21
27. H 0.20
28. H 0.21
29. H 0.19
30. H 0.19
31. H 0.19
32. H 0.21
33. H 0.20
34. H 0.20
35. H 0.22
36. H 0.20
37. H 0.20
38. H 0.21
39. H 0.20
40. H 0.21
41. H 0.23
42. H 0.21
43. H 0.21
44. H 0.24
45. H 0.49
46. O -0.96
47. H 0.49
48. H 0.46
49. O -0.94
50. H 0.47
51. H 0.47
52. O -0.95
53. H 0.48
54. H 0.48
55. O -0.95
56. H 0.48
57. H 0.48
58. O -0.95
59. H 0.48
60. H 0.48
61. O -0.94
62. H 0.47
63. H 0.47